Entry 1:
Density functional theory data (the ωB97M-V functional and the def2-TZVPD basis) for a 3-piece molecular cluster, C24H43F5N2O5 overall.

Structure (ORCA input):
```
! wB97M-V def2-TZVPD RIJCOSX def2/J DEFGRID3
* xyz 0 3
C 2.94816 -6.22579 3.22840
C 2.74090 -4.84735 2.62955
F 3.58601 -4.69392 1.53936
C 1.33818 -4.51426 2.11865
O 0.75007 -3.55235 2.48346
O 0.82892 -5.30209 1.12365
C 0.43137 -6.63864 1.33128
F -0.09228 -7.01570 0.15621
C -0.61488 -6.76771 2.45296
O -1.91843 -6.92929 1.90551
C -2.83855 -6.03237 2.29652
F -2.49365 -4.77461 1.98167
F -3.02643 -6.05355 3.63238
F -3.98922 -6.32909 1.70011
H 2.06604 -6.56086 3.78555
H 3.17163 -6.94954 2.44060
H 3.78242 -6.20261 3.93168
H 2.97896 -4.06424 3.35338
H 1.29208 -7.28703 1.51446
H -0.57848 -5.87647 3.08629
H -0.39493 -7.64595 3.06660
C -0.32798 3.45277 2.03288
C 0.62223 2.45910 2.72275
C 1.61145 1.85701 1.71531
C 0.98083 0.83503 0.77398
C 0.24452 -0.25327 1.54970
C -0.81046 0.31045 2.50620
N -0.12724 1.32962 3.37377
O 0.44531 0.83986 4.40479
C -1.99006 0.90623 1.73402
C -1.35444 -0.79005 3.40942
C 1.37856 3.20285 3.81820
H -1.30261 3.47062 2.51944
H 0.09364 4.45590 2.10080
H -0.47166 3.23464 0.97568
H 2.42815 1.38346 2.26935
H 2.04745 2.68044 1.14189
H 0.31459 1.32709 0.06226
H 1.76721 0.37904 0.16927
H -0.24853 -0.94984 0.86595
H 0.96140 -0.83890 2.13238
H -2.68258 1.40493 2.41399
H -2.52344 0.08840 1.24724
H -1.70028 1.60844 0.95901
H -0.55722 -1.31348 3.92821
H -1.89762 -1.50819 2.79240
H -2.03851 -0.37681 4.15216
H 0.69263 3.57512 4.58032
H 1.89044 4.05347 3.36372
H 2.11328 2.56752 4.30333
C -0.65566 5.04598 -4.05860
C 0.39124 3.97974 -3.69695
C 1.15201 3.49878 -4.94090
C 0.33311 2.58911 -5.85332
C -0.26326 1.41926 -5.07539
C -1.10128 1.86645 -3.87273
N -0.23884 2.77941 -3.04632
O 0.52116 2.16711 -2.22388
C -2.39834 2.54342 -4.31831
C -1.47552 0.66864 -3.00670
C 1.36651 4.58812 -2.69428
H -1.51130 5.00324 -3.38586
H -0.20818 6.03484 -3.96074
H -1.01742 4.95629 -5.08138
H 2.04665 2.96182 -4.61191
H 1.49191 4.38279 -5.48763
H -0.45376 3.15560 -6.35881
H 0.98099 2.20320 -6.64249
H -0.89094 0.80089 -5.72247
H 0.54755 0.78270 -4.70859
H -2.93031 2.95543 -3.45981
H -3.03601 1.78861 -4.78016
H -2.25595 3.33520 -5.04630
H -0.60179 0.09284 -2.71549
H -2.14939 0.02476 -3.57479
H -1.98856 0.99310 -2.10011
H 0.85260 4.86568 -1.77280
H 1.79725 5.48813 -3.13702
H 2.16864 3.90085 -2.44292
*
```

## Properties
- HOMO-LUMO gap (alpha / beta): 8.032 / 9.353 eV

***

Entry 2:
Density functional theory data (the ωB97M-V functional and the def2-TZVPD basis) for an isolated molecule of C8H3F4NO2 at a distorted geometry.

Structure (ORCA input):
```
! wB97M-V def2-TZVPD RIJCOSX def2/J DEFGRID3
* xyz 0 1
O -0.52252 -1.67004 3.32146
C 0.15691 -0.92024 2.59686
N 1.14734 -0.05427 3.00411
O 1.54336 0.77835 1.93593
C 0.79810 0.38093 0.84407
C 0.72144 0.86197 -0.48227
F 1.56980 1.85493 -0.82756
C -0.16856 0.27646 -1.41211
C -0.19484 0.80082 -2.82418
F 1.03406 0.72908 -3.44940
F -1.00001 0.06850 -3.63419
F -0.56108 2.12422 -2.76001
C -1.04494 -0.72088 -0.94841
C -0.98482 -1.18977 0.35276
C -0.02294 -0.66113 1.21689
H 1.01168 0.39225 3.92137
H -1.81621 -1.12481 -1.59635
H -1.66677 -1.92637 0.74103
*
```

## Properties
- Energy relative to the best compared isomer or geometry (same formula, charge and spin): 0.00 kJ/mol
- HOMO-LUMO gap: 9.138 eV
- Structure (SMILES): O=c1[nH]oc2c(F)c(C(F)(F)F)ccc12

***

Entry 3:
Density functional theory data (the ωB97M-V functional and the def2-TZVPD basis) for C25H30AsBrN3O4PReS4 as an isolated structure.

Structure (ORCA input):
```
! wB97M-V def2-TZVPD RIJCOSX def2/J DEFGRID3
* xyz 3 1
Re 0.22659 0.13910 1.38945
S -0.83102 -1.30052 6.28970
As -0.77113 -1.08340 4.15506
S -1.31445 0.75757 3.10583
S 1.08761 -1.28168 2.91669
S -2.07271 -2.55991 4.99457
C 3.98748 -0.27681 -0.91311
C 2.97540 -0.47281 0.02845
N 1.98438 0.39371 0.17771
C 1.91542 1.48681 -0.62777
C 2.89455 1.76253 -1.58567
C 3.95349 0.84029 -1.71245
C 2.78192 2.94834 -2.38390
C 1.73784 3.79036 -2.22070
C 0.71629 3.51632 -1.25147
C -0.40164 4.35293 -1.05570
C -1.35219 4.01168 -0.12565
C -1.18967 2.84416 0.61906
N -0.13556 2.04809 0.46987
C 0.81156 2.37074 -0.45995
H 4.78322 -1.00377 -0.99401
H 2.98011 -1.33616 0.68193
H 4.73275 1.01739 -2.44371
H 3.55024 3.15553 -3.11723
H 1.65112 4.68581 -2.82230
H -0.50558 5.25568 -1.64527
H -2.22530 4.62559 0.04389
H -1.93630 2.55022 1.34459
Br 1.12266 4.26889 5.75204
C 1.95244 3.31416 4.37041
C 3.31006 3.41530 4.12982
C 3.80962 2.68124 3.07023
C 2.97448 1.87803 2.31992
N 1.65123 1.75084 2.56005
C 1.17236 2.48822 3.57869
H 3.94570 4.04322 4.73972
H 4.85954 2.71487 2.81420
H 3.41841 1.31833 1.51957
H 0.12082 2.44985 3.78877
C -4.33717 -1.88862 -1.88433
C -3.41354 -0.70742 -2.05937
C -4.14390 0.61341 -2.09418
C -2.42015 -0.86359 -3.18722
O -2.59084 -0.58850 -0.74356
P -1.47687 -1.42730 -0.14545
O -0.06861 -0.68212 -0.35516
O -1.39900 -1.22596 1.38500
O -1.47063 -2.82339 -0.71716
C -0.54564 -4.06314 -0.70716
C 0.32989 -3.89682 -1.92677
C -1.50983 -5.21828 -0.80794
C 0.22642 -4.04204 0.59093
H -4.98830 -1.95071 -2.75686
H -4.96783 -1.76293 -1.00504
H -3.78464 -2.82398 -1.81271
H -4.79842 0.62928 -2.96570
H -3.44423 1.44522 -2.18008
H -4.76047 0.74010 -1.20557
H -2.96354 -0.83961 -4.13222
H -1.89380 -1.81629 -3.13482
H -1.70482 -0.03995 -3.19620
H -0.25899 -3.92592 -2.84211
H 1.04194 -4.72227 -1.95981
H 0.89229 -2.96252 -1.88396
H -2.11284 -5.14513 -1.71138
H -2.16150 -5.26824 0.06335
H -0.93755 -6.14544 -0.85866
H 0.88485 -3.17212 0.64030
H 0.85086 -4.93408 0.64203
H -0.44487 -4.05240 1.45050
*
```

## Properties
- Energy relative to the best compared isomer or geometry (same formula, charge and spin): 43.78 kJ/mol
- HOMO-LUMO gap: 6.073 eV

***

Entry 4:
Density functional theory data (the ωB97M-V functional and the def2-TZVPD basis) for C5H10N6O3Pt as an isolated structure.

Structure (ORCA input):
```
! wB97M-V def2-TZVPD RIJCOSX def2/J DEFGRID3
* xyz 2 3
Pt 0.72736 0.33193 -0.82709
N 2.88995 -0.15877 -0.87770
N 3.42399 -0.18408 0.42466
C 2.62061 -0.00642 1.50565
N 3.16085 -0.07424 2.69957
N 1.33247 0.23093 1.20917
N 0.39593 0.61231 2.20835
O 0.69853 0.47602 3.36640
O -0.63860 1.02314 1.76227
H 3.00352 -1.07680 -1.31034
H 3.41162 0.51492 -1.43692
H 4.37700 -0.50182 0.53226
H 4.15120 -0.22343 2.82345
H 2.56960 0.03865 3.51327
O 0.69446 3.47724 -1.30972
C 0.74830 2.37304 -1.16414
C -4.27867 -1.61992 -1.61894
C -3.87225 -0.15539 -1.39590
C -2.43592 -0.00295 -1.23640
N -1.30089 0.10259 -1.11235
H -5.35922 -1.65922 -1.73148
H -4.00029 -2.23875 -0.76865
H -3.82522 -2.02163 -2.52247
H -4.33190 0.26249 -0.49654
H -4.16244 0.48016 -2.23642
*
```

## Properties
- Energy relative to the best compared isomer or geometry (same formula, charge and spin): 1.07 kJ/mol
- HOMO-LUMO gap (alpha / beta): 10.254 / 8.279 eV

***

Entry 5:
Density functional theory data (the ωB97M-V functional and the def2-TZVPD basis) for C54H48N2O5P3ReSTe as an isolated structure at a distorted geometry.

Structure (ORCA input):
```
! wB97M-V def2-TZVPD RIJCOSX def2/J DEFGRID3
* xyz 1 2
Re 1.59624 0.92112 0.13875
C 2.02784 2.92423 -3.17169
C 3.43464 2.35810 -3.06721
C 3.57862 1.04490 -3.82750
C 3.85084 2.25914 -1.59628
C 5.36021 2.25049 -1.38480
O 5.63306 0.94497 -0.82682
C 4.49668 0.34176 -0.56449
N 3.41840 0.98868 -0.92208
C 4.66571 -0.99966 0.03386
C 5.99137 -1.41147 0.22984
C 6.28383 -2.69833 0.63435
C 5.25327 -3.60697 0.82383
C 3.94281 -3.20216 0.65189
C 3.62390 -1.89781 0.28595
P 1.82503 -1.49572 0.23663
C 1.35349 -2.22721 1.84007
C 0.68083 -3.43108 2.02692
C 0.43755 -3.90936 3.30689
C 0.87948 -3.20151 4.41457
C 1.57938 -2.01756 4.23457
C 1.81464 -1.53195 2.95745
C 1.40903 -2.54371 -1.21692
C 0.46022 -3.55414 -1.33627
C 0.29813 -4.23392 -2.53661
C 1.05927 -3.90025 -3.64337
C 1.99582 -2.88094 -3.54463
C 2.17312 -2.22156 -2.34105
H 1.69346 2.98423 -4.20842
H 1.96335 3.91873 -2.72840
H 1.32685 2.28397 -2.63050
H 4.12258 3.08784 -3.50825
H 2.78067 0.35129 -3.55390
H 4.53633 0.55493 -3.63246
H 3.51143 1.21352 -4.90226
H 3.41047 3.08659 -1.04577
H 5.69260 2.98444 -0.65572
H 5.93341 2.32736 -2.30720
H 6.79372 -0.71335 0.05154
H 7.31246 -2.99238 0.78846
H 5.46683 -4.62598 1.11718
H 3.14584 -3.91419 0.82760
H 0.36193 -4.02781 1.18826
H -0.09042 -4.84553 3.43398
H 0.69291 -3.57856 5.41083
H 1.94834 -1.46499 5.08861
H 2.36760 -0.60736 2.84173
H -0.19579 -3.80941 -0.51932
H -0.44214 -5.02096 -2.60150
H 0.92439 -4.42848 -4.57762
H 2.59509 -2.60292 -4.40188
H 2.92660 -1.44581 -2.27821
Te -2.99715 -0.44836 2.77725
C -4.66585 0.80677 2.49149
C -4.71168 2.02736 3.15591
C -5.82516 2.83813 2.97512
N -6.85345 2.51413 2.19740
C -6.80537 1.33582 1.58419
C -5.74558 0.44542 1.69927
C -1.93821 0.01343 0.98713
P -0.74690 1.36630 0.92219
C -1.58601 2.61261 -0.10934
C -0.93075 3.33059 -1.09968
C -1.63376 4.21278 -1.90871
C -2.99776 4.38315 -1.72976
C -3.65889 3.68079 -0.72964
C -2.95648 2.79974 0.07425
C -0.64953 2.10447 2.57143
C -0.14364 1.33547 3.61722
C -0.01555 1.87436 4.88246
C -0.38429 3.19451 5.11102
C -0.87031 3.96979 4.07190
C -0.99724 3.43132 2.79790
P -1.71146 -1.33536 -0.09934
C -1.53406 -0.86484 -1.85511
C -0.69510 0.17183 -2.27287
C -0.50411 0.44299 -3.61815
C -1.11619 -0.34569 -4.58088
C -1.91010 -1.40842 -4.18528
C -2.11613 -1.66380 -2.83893
C -3.21512 -2.34482 -0.07426
C -3.16992 -3.58401 0.55784
C -4.29548 -4.39405 0.60232
C -5.47302 -3.97090 0.00490
C -5.52831 -2.73390 -0.62653
C -4.40579 -1.92274 -0.66246
H -3.89813 2.35174 3.79221
H -5.88649 3.79677 3.47765
H -7.65956 1.08376 0.96547
H -5.77422 -0.50533 1.18547
H 0.13933 3.24432 -1.21134
H -1.11089 4.77250 -2.67270
H -3.54602 5.06737 -2.36331
H -4.72111 3.81643 -0.57487
H -3.48122 2.25493 0.84805
H 0.14816 0.30788 3.44233
H 0.37339 1.26935 5.69073
H -0.27938 3.62077 6.09985
H -1.13439 5.00447 4.24170
H -1.34872 4.05669 1.98917
H -0.22475 0.84056 -1.53941
H 0.11262 1.27290 -3.92415
H -0.97068 -0.13086 -5.63081
H -2.38120 -2.04338 -4.92356
H -2.72947 -2.50921 -2.55943
H -2.25830 -3.90612 1.04531
H -4.25470 -5.34931 1.10740
H -6.34996 -4.60360 0.03053
H -6.44856 -2.39971 -1.08676
H -4.45965 -0.95067 -1.13998
O 2.20020 3.63065 2.79794
S 2.66631 2.92066 1.66320
O 2.43995 1.33023 1.83970
O 1.70031 2.99190 0.44985
O 4.02357 3.10626 1.23690
*
```

## Properties
- Energy relative to the best compared isomer or geometry (same formula, charge and spin): 265.28 kJ/mol
- HOMO-LUMO gap (alpha / beta): 4.258 / 4.158 eV

***

DFT total energy for the records above, in order: -52387.593 -24798.201 -224693.699 -23655.794 -118112.684 eV